No. 1
Below is a structure of composition C2H8N4O2 in a non-equilibrium geometry, with properties calculated with wB97M-V/def2-TZVPD.

Calculated values
**Highest occupied orbital energy**: -9.1 eV
**ΔE to the lowest compared entry with this formula, charge and spin**: 13.2446 eV
**DFT total energy**: -12247.81126 eV
**Gap between HOMO and LUMO**: 0.324 hartree
**Largest force on an atom**: 0.1399 hartree/bohr

```
! wB97M-V def2-TZVPD RIJCOSX def2/J DEFGRID3
* xyz 0 1
C -1.801 0.121 0.144
C 0.275 0.318 0.257
H -2.852 -0.287 -0.494
H -1.495 -0.688 1.052
H -2.072 1.045 0.494
H -0.817 -1.335 -2.538
H 1.029 1.827 1.274
H 1.865 2.348 -1.590
H 0.359 -2.075 1.889
H -0.139 -2.225 0.248
N -0.640 0.076 -0.882
N 0.662 1.690 0.219
N 0.701 -0.439 1.179
N -0.296 -1.653 1.250
O -0.547 -1.334 -1.166
O 1.833 1.464 -0.722
*
```

Atomic partial charges in e from the Mulliken method, atoms 1 to 2: C -0.8271; C 0.6925



No. 2
Below is a structure of composition C2H8N4O2Sn in a non-equilibrium geometry, with properties calculated with wB97M-V/def2-TZVPD.

Calculated values
**Highest occupied orbital energy**: -16.9 eV
**ΔE to the lowest compared entry with this formula, charge and spin**: 1.6585 eV
**DFT total energy**: -18074.60147 eV
**Gap between HOMO and LUMO**: 0.225 hartree
**Largest force on an atom**: 0.0407 hartree/bohr

```
! wB97M-V def2-TZVPD RIJCOSX def2/J DEFGRID3
* xyz 2 1
Sn -5.788 -22.535 -12.977
C -8.374 -19.972 -11.374
O -7.422 -20.783 -11.602
N -9.145 -19.530 -12.388
N -8.679 -19.615 -10.134
H -8.868 -19.890 -13.281
H -9.686 -18.693 -12.249
H -8.195 -19.966 -9.326
H -9.346 -18.877 -9.969
C -2.270 -22.059 -14.649
O -3.406 -22.555 -14.452
N -1.118 -22.579 -14.181
N -2.130 -20.834 -15.211
H -0.363 -21.928 -14.053
H -1.094 -23.469 -13.716
H -2.926 -20.371 -15.610
H -1.210 -20.441 -15.305
*
```

Atomic partial charges in e from the Mulliken method, atoms 1 to 2: Sn 1.6785; C 0.6361



No. 3
Below is a structure of composition C2H8N5 in a non-equilibrium geometry, with properties calculated with wB97M-V/def2-TZVPD.

Calculated values
**Highest occupied orbital energy (spin up / spin down)**: -12.5 / -12.5 eV
**ΔE to the lowest compared entry with this formula, charge and spin**: 4.9930 eV
**DFT total energy**: -9642.98681 eV
**Gap between HOMO and LUMO (spin up / spin down)**: 0.265 / 0.265 hartree
**Largest force on an atom**: 0.0672 hartree/bohr

```
! wB97M-V def2-TZVPD RIJCOSX def2/J DEFGRID3
* xyz 1 1
C -1.104 0.578 -0.433
C 0.681 0.011 -0.805
N 2.183 0.920 0.434
N 1.682 -0.050 1.291
N 1.646 1.011 -0.697
N 1.024 -0.850 0.347
N -1.764 -0.560 -0.096
H -0.910 1.135 0.465
H -1.445 1.163 -1.336
H 0.593 -0.385 -1.796
H 2.843 1.553 0.882
H 2.340 -0.637 1.853
H 0.156 -1.243 0.791
H -2.297 -1.108 -0.835
H -1.734 -0.888 0.859
*
```

Atomic partial charges in e from the Mulliken method, atoms 1 to 2: C -0.5499; C -0.0421



No. 4
Below is a structure of composition C2H8N6 in a non-equilibrium geometry, with properties calculated with wB97M-V/def2-TZVPD.

Calculated values
**Highest occupied orbital energy**: -8.3 eV
**ΔE to the lowest compared entry with this formula, charge and spin**: 7.7433 eV
**DFT total energy**: -11136.31650 eV
**Gap between HOMO and LUMO**: 0.333 hartree
**Largest force on an atom**: 0.1124 hartree/bohr

```
! wB97M-V def2-TZVPD RIJCOSX def2/J DEFGRID3
* xyz 0 1
C -0.566 -0.074 -0.228
C 0.808 0.610 0.027
H -1.905 2.622 -0.361
H -1.164 2.566 0.992
H -2.250 0.356 0.505
H 1.084 1.820 0.053
H 3.869 -1.031 0.381
H 3.863 0.879 0.495
H -1.695 -3.037 0.258
H -2.081 -1.839 -0.888
N -1.216 2.065 0.038
N -1.647 0.840 -0.148
N 1.746 -0.383 -0.014
N 3.259 -0.085 -0.138
N -0.498 -1.289 0.074
N -1.812 -1.942 0.155
*
```

Atomic partial charges in e from the Mulliken method, atoms 1 to 2: C 0.4137; C -0.0810



No. 5
Below is a cluster of 3 separate species, C2H8N7O2 in total in a non-equilibrium geometry, with properties calculated with wB97M-V/def2-TZVPD.

Calculated values
**Highest occupied orbital energy (spin up / spin down)**: -12.8 / -12.8 eV
**ΔE to the lowest compared entry with this formula, charge and spin**: 0.0000 eV
**DFT total energy**: -16718.55885 eV
**Gap between HOMO and LUMO (spin up / spin down)**: 0.304 / 0.305 hartree
**Largest force on an atom**: 0.0547 hartree/bohr

```
! wB97M-V def2-TZVPD RIJCOSX def2/J DEFGRID3
* xyz 1 1
C -0.646 2.390 1.085
C 3.219 2.358 -2.330
N -0.691 1.327 0.476
N -0.744 3.586 1.191
N -0.560 4.541 2.048
N -0.747 -0.703 -0.366
N -0.455 -3.615 0.066
N -0.564 0.096 0.620
N -0.250 -4.724 -0.838
O 2.209 2.052 -1.877
O 4.228 2.664 -2.764
H -0.922 5.441 1.772
H -0.370 4.353 3.025
H -0.984 -0.370 -1.301
H -0.614 -1.727 -0.219
H -1.235 -3.794 0.706
H 0.391 -3.556 0.632
H -0.301 -5.625 -0.369
H -0.964 -4.693 -1.558
*
```

Atomic partial charges in e from the Mulliken method, atoms 1 to 2: C 0.2354; C 0.7050



No. 6
Below is a cluster of 2 separate species, C2H8NO in total, with properties calculated with wB97M-V/def2-TZVPD.

Calculated values
**Highest occupied orbital energy**: -2.8 eV
**ΔE to the lowest compared entry with this formula, charge and spin**: 0.5594 eV
**DFT total energy**: -5740.61437 eV
**Gap between HOMO and LUMO**: 0.267 hartree
**Largest force on an atom**: 0.0183 hartree/bohr

```
! wB97M-V def2-TZVPD RIJCOSX def2/J DEFGRID3
* xyz -1 1
O 2.352 -0.767 0.509
H 3.254 -0.505 0.322
C -0.823 -0.160 1.051
N -0.278 -0.555 -0.235
C -0.520 0.489 -1.223
H -0.199 0.528 1.629
H -0.930 -1.044 1.682
H -1.817 0.267 0.880
H 0.768 -0.546 -0.107
H 0.042 1.407 -1.003
H -0.252 0.202 -2.243
H -1.598 0.684 -1.264
*
```

Atomic partial charges in e from the Mulliken method, atoms 1 to 2: O -1.1249; H 0.1260



No. 7
Below is a cluster of 2 separate species, C2H8NO in total in a non-equilibrium geometry, with properties calculated with wB97M-V/def2-TZVPD.

Calculated values
**Highest occupied orbital energy (spin up / spin down)**: -9.1 / -9.1 eV
**⟨S²⟩**: 0.753
**ΔE to the lowest compared entry with this formula, charge and spin**: 1.8490 eV
**DFT total energy**: -5737.85531 eV
**Gap between HOMO and LUMO (spin up / spin down)**: 0.363 / 0.255 hartree
**Largest force on an atom**: 0.0488 hartree/bohr

```
! wB97M-V def2-TZVPD RIJCOSX def2/J DEFGRID3
* xyz 0 2
O -2.280 -1.674 0.238
H -2.666 -0.799 0.422
C 0.493 -0.940 0.249
N 0.481 0.157 -0.755
C 0.611 1.461 -0.133
H -0.405 -1.169 0.829
H 0.687 -1.717 -0.494
H 1.354 -0.965 0.914
H -0.400 0.071 -1.248
H 0.587 2.237 -0.906
H 1.631 1.581 0.233
H -0.092 1.757 0.651
*
```

Atomic partial charges in e from the Mulliken method, atoms 1 to 2: O -0.3946; H 0.3331



No. 8
Below is a cluster of 2 separate species, C2H8NO in total in a non-equilibrium geometry, with properties calculated with wB97M-V/def2-TZVPD.

Calculated values
**Highest occupied orbital energy**: -15.9 eV
**ΔE to the lowest compared entry with this formula, charge and spin**: 1.0252 eV
**DFT total energy**: -5733.85895 eV
**Gap between HOMO and LUMO**: 0.393 hartree
**Largest force on an atom**: 0.0394 hartree/bohr

```
! wB97M-V def2-TZVPD RIJCOSX def2/J DEFGRID3
* xyz 1 1
C -1.398 0.369 -0.009
C 0.550 1.410 0.963
N 0.039 0.604 0.122
H -1.891 1.173 0.518
H -1.646 -0.629 0.349
H -1.669 0.442 -1.052
H -0.118 1.755 1.737
H 1.611 1.443 1.155
H 0.710 0.112 -0.461
H 1.327 -2.968 -0.831
H 1.383 -1.682 -1.673
O 1.101 -2.030 -0.817
*
```

Atomic partial charges in e from the Mulliken method, atoms 1 to 2: C -0.7318; C -0.1030



No. 9
Below is a cluster of 2 separate species, C2H8NO2 in total in a non-equilibrium geometry, with properties calculated with wB97M-V/def2-TZVPD.

Calculated values
**Highest occupied orbital energy**: -3.0 eV
**ΔE to the lowest compared entry with this formula, charge and spin**: 1.0926 eV
**DFT total energy**: -7788.09229 eV
**Gap between HOMO and LUMO**: 0.266 hartree
**Largest force on an atom**: 0.0605 hartree/bohr

```
! wB97M-V def2-TZVPD RIJCOSX def2/J DEFGRID3
* xyz -1 1
C -1.565 -0.834 -1.768
O -0.570 0.145 -1.919
H -2.437 -0.623 -1.242
H -1.803 -1.259 -2.730
H -1.190 -1.555 -1.072
N 2.088 0.678 1.356
C 0.746 0.275 1.595
O -0.154 0.778 0.710
H 2.170 0.585 0.285
H 2.063 1.716 1.461
H 0.782 -0.890 1.662
H 0.467 0.548 2.637
H -0.599 0.435 -0.976
*
```

Atomic partial charges in e from the Mulliken method, atoms 1 to 2: C -0.6980; O -0.5138



The lowest largest force on an atom belongs to which entry?
number 6



Among the records above, which one has the highest largest force on an atom?
C2H8N4O2



Please write out number 5 again, unchanged.
Below is a cluster of 3 separate species, C2H8N7O2 in total in a non-equilibrium geometry, with properties calculated with wB97M-V/def2-TZVPD.

Calculated values
**Highest occupied orbital energy (spin up / spin down)**: -12.8 / -12.8 eV
**ΔE to the lowest compared entry with this formula, charge and spin**: 0.0000 eV
**DFT total energy**: -16718.55885 eV
**Gap between HOMO and LUMO (spin up / spin down)**: 0.304 / 0.305 hartree
**Largest force on an atom**: 0.0547 hartree/bohr

```
! wB97M-V def2-TZVPD RIJCOSX def2/J DEFGRID3
* xyz 1 1
C -0.646 2.390 1.085
C 3.219 2.358 -2.330
N -0.691 1.327 0.476
N -0.744 3.586 1.191
N -0.560 4.541 2.048
N -0.747 -0.703 -0.366
N -0.455 -3.615 0.066
N -0.564 0.096 0.620
N -0.250 -4.724 -0.838
O 2.209 2.052 -1.877
O 4.228 2.664 -2.764
H -0.922 5.441 1.772
H -0.370 4.353 3.025
H -0.984 -0.370 -1.301
H -0.614 -1.727 -0.219
H -1.235 -3.794 0.706
H 0.391 -3.556 0.632
H -0.301 -5.625 -0.369
H -0.964 -4.693 -1.558
*
```

Atomic partial charges in e from the Mulliken method, atoms 1 to 2: C 0.2354; C 0.7050



What is the formula in the seventh record?
C2H8NO